{
  "formula": "C36H91NO10",
  "method": "the ωB97M-V functional and the def2-TZVPD basis",
  "de_lowest_ev": 1.472,
  "energy_ha": -2233.2346,
  "multiplicity": 1,
  "smiles": "CC1(C)CCCC(C)(C)N1O.CC(C)O.CC(C)O.CC(C)O.CC(C)O.CC(C)O.CC(C)O.CC(C)O.CC(C)O.CC(C)O",
  "homo_energy_ev": -8.4,
  "gap_ev": 8.55,
  "species": ["H", "H", "H", "C", "C", "O", "H", "H", "C", "H", "H", "H", "C", "H", "H", "H", "C", "C", "H", "N", "C", "H", "H", "C", "H", "H", "H", "O", "H", "H", "H", "H", "O", "C", "C", "C", "H", "C", "H", "H", "C", "H", "O", "C", "C", "H", "C", "C", "H", "H", "H", "C", "H", "H", "H", "O", "H", "H", "H", "H", "H", "H", "H", "H", "H", "H", "H", "O", "H", "H", "C", "C", "C", "H", "O", "O", "H", "H", "C", "H", "H", "H", "H", "C", "H", "H", "H", "C", "C", "H", "H", "C", "H", "H", "H", "H", "H", "H", "H", "H", "H", "H", "H", "C", "C", "C", "H", "H", "H", "H", "H", "C", "C", "C", "H", "H", "H", "H", "C", "H", "C", "O", "H", "H", "H", "H", "H", "H", "C", "C", "H", "H", "H", "O", "H", "H", "H", "H"],
  "coordinates": [[4.273, 5.674, 3.073], [2.277, 4.981, 4.500], [-0.264, 0.668, -0.003], [2.310, -2.330, -2.831], [2.578, -3.403, -3.869], [2.527, 2.097, -0.694], [-6.536, -2.283, 0.893], [-1.157, -0.281, 1.105], [-5.871, 1.824, 1.539], [-2.772, -0.193, 3.640], [0.465, 0.871, -6.255], [2.428, -7.681, -0.891], [1.229, 1.236, -4.275], [4.625, 1.137, 0.695], [1.461, -6.952, -2.146], [5.263, -3.796, 1.339], [4.647, -2.922, 1.125], [-0.272, -0.315, 0.469], [-4.103, 2.438, 0.647], [-6.055, -0.059, -0.711], [-3.685, -0.182, 0.081], [-5.053, 1.658, -2.594], [-3.901, -3.227, 4.389], [-3.365, -1.099, 3.765], [2.194, -4.695, -2.600], [2.124, 0.179, -0.186], [-0.841, 1.035, -5.098], [2.172, -0.668, 0.263], [0.743, 5.119, -2.317], [1.460, 4.273, 1.161], [0.200, 3.095, -3.386], [-1.405, 3.588, -1.648], [1.804, -4.505, -3.456], [4.876, -1.838, 2.134], [-3.004, -1.826, 5.092], [0.577, -4.954, -0.058], [1.803, 1.027, -2.440], [-6.746, -1.330, 1.377], [4.459, 4.893, 1.494], [0.277, -4.601, -1.044], [1.369, 0.255, 2.328], [1.293, -1.936, -2.842], [2.834, -5.010, -0.840], [0.912, 5.321, -1.260], [3.738, 5.196, 2.253], [5.895, -1.454, 2.092], [1.561, -7.044, -1.065], [4.190, 1.264, -2.022], [4.838, -1.520, -0.585], [1.720, 4.669, -0.928], [-7.710, 0.960, 2.136], [-1.006, 3.684, -0.638], [2.920, -2.300, 0.965], [-3.302, -1.004, -0.524], [2.276, 2.737, -0.024], [-5.910, -1.292, -1.433], [-3.374, 1.484, -2.029], [-5.325, 1.202, 2.248], [-8.650, 0.171, -1.122], [-1.307, -2.989, 4.445], [-1.316, -2.871, 6.071], [0.758, -7.604, -0.587], [-7.609, -1.501, 2.021], [-6.351, -1.070, -2.256], [-5.608, 2.666, -0.351], [4.620, -2.248, 3.111], [3.741, 1.446, -2.998], [2.149, 3.630, 1.344], [4.751, 2.847, 1.045], [2.216, -0.042, 2.947], [-7.204, 1.127, 1.185], [3.874, 2.314, -0.929], [-1.550, -2.249, 5.207], [-0.698, 5.024, 1.424], [3.329, -3.149, 1.149], [0.071, 5.156, 0.864], [4.688, -3.566, -3.148], [0.947, 5.076, 3.398], [-4.793, 0.657, -0.550], [6.225, -2.418, -0.201], [-0.280, -5.556, 0.242], [-4.332, 0.117, -2.580], [-4.419, -0.876, 3.600], [1.832, 4.485, 3.638], [4.677, -3.281, -4.818], [-0.801, -1.458, 5.261], [3.970, 3.289, -1.406], [2.829, 4.047, 2.542], [-0.372, 5.031, -0.416], [2.223, -2.905, -4.771], [-2.916, -1.704, 2.977], [1.828, -5.769, -0.212], [3.828, 0.266, -1.776], [-1.945, 3.627, -0.088], [-0.009, -0.439, -5.062], [2.250, 1.074, -4.620], [2.291, -6.121, 0.710], [1.553, 1.243, 1.906], [0.549, 0.384, 3.035], [3.147, 5.986, 1.791], [-0.284, 2.949, -0.282], [1.042, -1.657, 1.612], [0.880, 3.215, -5.066], [-5.012, 1.982, 0.254], [5.140, -2.511, -0.244], [4.103, -3.787, -4.041], [5.265, 1.121, -2.131], [0.670, -4.066, 0.567], [-3.913, -0.728, 0.997], [-9.128, -0.458, 0.478], [4.245, -4.845, -4.264], [1.092, -0.648, 1.201], [0.970, 2.758, -4.081], [0.159, 0.624, -5.238], [2.914, -1.457, -3.076], [2.915, -4.257, -0.250], [-8.207, -1.488, -0.684], [1.808, 3.155, -3.509], [-7.019, -0.215, 0.400], [1.303, 3.606, 4.007], [-4.370, 1.043, -2.007], [-3.922, -2.844, 5.269], [2.600, -2.552, -1.804], [4.232, -0.986, 1.915], [1.331, 6.309, -1.066], [-3.203, -1.117, 5.895], [5.867, 2.297, -0.064], [-0.466, -0.993, -0.361], [-8.361, -0.481, -0.297], [4.840, 2.108, 0.249], [-5.831, -1.197, 1.954], [3.480, 3.244, 2.890], [4.966, -3.349, -0.919], [1.150, 0.659, -3.040], [-7.882, 1.787, 0.644], [-6.162, 2.739, 2.056], [-1.116, 5.814, -0.562], [-2.941, 0.514, 0.467]]
}